[1]
{"formula": "C5H18N3O", "method": "wB97M-V/def2-TZVPD", "homo_lumo_gap_ev": 10.4, "charge": 1, "spin_multiplicity": 1, "symbols": ["N", "C", "C", "C", "N", "C", "N", "C", "H", "H", "H", "H", "H", "H", "H", "H", "H", "H", "H", "H", "H", "H", "H", "H", "H", "H", "O"], "xyz": [[1.0891, -0.0708, -1.1934], [-0.1994, 0.0094, -0.3900], [-0.6234, -1.4122, -0.0183], [-1.7915, -1.4131, 0.9733], [-3.0862, -1.0277, 0.3652], [0.2152, 0.7323, 0.9677], [1.3758, 1.6215, 0.7173], [2.6356, 1.4888, 1.4493], [1.6519, 0.7089, -0.6624], [1.4066, -1.0194, -1.0249], [1.0888, 0.1254, -2.2368], [-0.8637, 0.7455, -0.8468], [-0.9259, -1.8717, -0.9705], [0.2934, -1.9784, 0.4158], [-1.8446, -2.3590, 1.4823], [-1.5545, -0.8302, 1.9103], [-3.7393, -1.7797, 0.4820], [-3.4379, -0.2519, 0.9457], [0.5313, -0.0104, 1.7064], [-0.5789, 1.3791, 1.3576], [1.0661, 2.5741, 0.6266], [3.2475, 2.2967, 1.0458], [2.6846, 1.6454, 2.5719], [2.9760, 0.4292, 1.5596], [-1.2469, 0.0106, -3.3312], [0.0389, -0.1267, -4.2912], [-0.4087, 0.3844, -3.6114]], "forces_ev_per_angstrom": [[-0.0777, 0.6640, -0.2519], [1.2002, 0.8685, 1.5399], [0.0691, -0.0060, -0.4492], [0.1262, 0.1525, 1.1567], [0.9359, 1.0509, 1.0170], [1.3421, 0.7641, -0.2232], [-0.3985, -0.8039, -0.1735], [-0.0952, -0.1867, 2.2535], [-0.1231, -0.4441, -0.3147], [0.6839, 0.0793, -0.1920], [-0.8679, -0.1783, 1.4657], [-0.3450, -0.9151, -0.4934], [-0.0467, -0.4761, 0.4564], [-1.4332, 0.9472, -0.6465], [-0.1546, -0.9800, -0.4208], [-0.1539, 0.1817, -1.2428], [-0.3247, -0.2845, -0.0883], [-0.1097, -0.5180, -0.7058], [-0.2979, 0.0983, -0.0069], [-0.1441, -0.6899, -0.0442], [0.2198, 0.2478, 0.1002], [0.7891, -0.8988, -0.1493], [-1.0929, 0.6687, -0.8509], [0.2522, 0.7393, -1.5570], [-0.0433, -0.4268, -0.5212], [-0.6904, -0.2854, -0.2043], [0.7803, 0.6312, 0.5466]]}



[2]
{"formula": "C5H18NO2", "method": "wB97M-V/def2-TZVPD", "s2": 0.751, "homo_lumo_gap_ev": [3.6, 11.3], "spin_multiplicity": 2, "symbols": ["C", "C", "C", "C", "C", "N", "H", "H", "H", "H", "H", "H", "H", "H", "H", "H", "H", "H", "H", "H", "H", "H", "O", "H", "H", "O"], "xyz": [[-1.2077, -0.6316, 0.0737], [-0.0254, -1.2888, 0.7860], [0.6779, -2.1219, -0.2643], [0.6935, -1.7324, -1.7904], [2.1039, -1.2150, -1.9432], [-1.6191, 0.6624, 0.7989], [-2.0919, -1.2953, -0.1341], [-1.0354, -0.2140, -1.0299], [0.6448, -0.4517, 1.0876], [-0.2940, -1.9113, 1.6777], [1.7703, -2.1669, -0.0317], [0.5057, -3.1921, -0.1507], [0.4915, -2.6953, -2.3726], [0.0055, -0.9316, -1.9963], [2.2736, -0.1716, -1.5048], [2.5221, -1.1401, -2.9605], [2.8571, -1.9189, -1.5155], [-1.5534, 1.5315, 0.1573], [-2.5881, 0.6357, 1.1257], [-1.0427, 1.0340, 1.6125], [-3.3986, 4.2318, 1.3283], [-2.0686, 4.4965, 0.7577], [-2.7560, 3.7403, 0.8656], [1.8982, 1.6241, 2.1586], [1.9251, 2.8861, 1.5342], [1.3116, 2.2362, 1.7301]], "forces_ev_per_angstrom": [[-0.9947, 1.3535, -1.4350], [-0.1520, 0.7364, -0.7687], [1.9225, -1.5282, -0.1106], [0.7338, -1.4875, 1.1756], [2.2663, 0.9015, -1.1426], [0.3233, 1.2773, 0.0700], [0.7213, 0.6871, 0.9315], [0.1566, -0.7295, 2.7011], [-0.4043, -0.6533, 0.0560], [0.0585, 0.7699, -0.7798], [-0.8977, 0.3380, 0.3968], [-0.9457, -0.0574, -0.0986], [0.2173, 1.6239, 0.4350], [-0.2049, -0.3136, -0.6442], [-0.4255, -1.4926, -0.2408], [-0.7299, 0.2158, -0.1368], [-0.6300, 0.5578, 0.0878], [-0.2182, -0.7930, -0.0563], [-0.4805, -0.0727, 0.1948], [-0.2998, -1.1513, -0.6706], [-1.8085, 0.5863, 1.0765], [-1.2171, -2.1282, -0.0371], [3.0507, 1.4346, -1.0269], [0.0909, -0.9863, 0.5609], [1.5565, 2.6601, -1.0180], [-1.6890, -1.7491, 0.4800]]}



[3]
{"formula": "C5H18NOPb", "method": "wB97M-V/def2-TZVPD", "homo_lumo_gap_ev": 9.0, "charge": 1, "spin_multiplicity": 1, "symbols": ["C", "Pb", "N", "H", "H", "H", "H", "H", "H", "H", "H", "C", "C", "O", "C", "C", "H", "H", "H", "H", "H", "H", "H", "H", "H", "H"], "xyz": [[-2.0559, -1.3308, -1.2498], [-0.5636, -0.0848, -1.2538], [1.5817, 0.5261, 0.7181], [0.0418, 1.1843, -1.9395], [1.4383, 1.4965, 1.0096], [0.2668, -1.5011, -0.4541], [-1.9022, -1.8819, -2.2358], [-2.9791, -0.6347, -1.1278], [-2.0052, -2.1278, -0.3031], [1.4556, -0.0748, 1.5302], [2.5211, 0.4168, 0.3483], [-1.3905, 3.0523, 0.5819], [-1.5717, 2.0167, 1.6796], [-1.5362, 0.6734, 1.1460], [-2.0061, -0.3257, 2.0947], [-0.9753, -0.6928, 3.1458], [-0.4474, 2.9124, 0.0388], [-1.3762, 4.0452, 1.0409], [-2.2291, 3.0083, -0.1232], [-0.7609, 2.1035, 2.4262], [-2.5413, 2.1540, 2.1932], [-2.9006, 0.1010, 2.5777], [-2.2629, -1.2021, 1.4898], [-0.6658, 0.1812, 3.7324], [-1.4441, -1.4095, 3.8277], [-0.0944, -1.1762, 2.6993]], "forces_ev_per_angstrom": [[-5.4988, -3.2160, 1.6833], [3.7788, -0.6810, 2.9618], [-0.5142, 0.6788, -0.0261], [1.0357, 2.1117, -0.9781], [0.3878, -0.4212, 0.0627], [0.7332, 0.7005, -0.6560], [-0.9487, 0.5133, 1.2125], [0.8215, -2.1350, -0.7721], [-0.0265, 2.3176, -2.8866], [0.1463, 0.1667, -0.2428], [-0.0776, 0.0476, 0.1932], [-0.2048, -0.3651, 0.0887], [0.2997, -0.0681, 0.2972], [-0.0776, 0.0159, -0.4226], [0.1473, 0.3774, -0.1150], [0.0460, 0.0122, -0.0599], [-0.1252, 0.0513, 0.1182], [0.0136, -0.1169, -0.1480], [0.1792, 0.0698, 0.0635], [-0.3663, 0.0600, -0.1912], [0.3875, -0.0136, -0.2018], [0.1274, -0.3696, -0.2545], [-0.1455, 0.2794, 0.2673], [-0.0323, -0.2465, -0.1146], [0.1654, 0.0855, -0.0180], [-0.2520, 0.1452, 0.1390]]}



[4]
{"formula": "C5H18O4", "method": "wB97M-V/def2-TZVPD", "homo_lumo_gap_ev": 9.5, "smiles": "CC=C(C)C.O.O.O.O", "spin_multiplicity": 1, "symbols": ["C", "C", "C", "C", "C", "H", "H", "H", "H", "H", "H", "H", "H", "H", "H", "H", "H", "O", "H", "H", "O", "H", "H", "O", "H", "H", "O"], "xyz": [[3.0032, -0.0999, 1.2145], [1.7510, -0.2216, 0.4824], [1.5549, -0.4633, -0.8344], [0.3333, -0.3667, -1.5716], [0.4663, 0.2926, 1.2271], [2.9331, -0.7055, 2.1416], [3.1761, 0.9446, 1.4808], [3.8208, -0.3758, 0.6776], [2.4880, -0.7741, -1.3326], [-0.2593, -1.0555, -0.9510], [-0.1464, 0.6940, -1.7498], [0.4181, -0.7153, -2.6173], [-0.4057, 0.6850, 0.5930], [0.7667, 1.2778, 1.8644], [0.0893, -0.4112, 1.8437], [-0.6865, -2.6228, -1.8602], [0.1772, -3.4657, -1.1260], [-0.7357, -3.4889, -1.4751], [-1.9774, 1.7635, 1.2303], [-0.7195, 2.2850, 1.9809], [-1.3970, 2.5594, 1.3221], [-3.3267, -0.2971, 0.5273], [-1.9892, -0.9870, 0.2016], [-2.4126, -0.3085, 0.5776], [-1.9419, 2.3130, -1.8384], [-2.3895, 1.9143, -0.5465], [-2.5904, 1.6299, -1.4621]], "forces_ev_per_angstrom": [[-1.4160, 0.1727, 2.2466], [-3.8862, 1.5161, -1.5315], [4.5513, 0.2263, 1.8124], [-2.3134, 1.0287, -1.5722], [1.8814, 4.6229, -1.6823], [0.2996, 0.4361, -0.2879], [-0.1897, 0.0236, 0.2654], [2.3715, -1.1388, -1.6451], [-0.4498, 0.1571, -0.2450], [-1.0898, 0.6569, -0.8668], [0.8026, -2.0255, 1.0700], [0.0606, -0.3263, 0.5855], [1.9389, -0.9644, 0.5623], [-0.3550, -2.4567, -1.1416], [-1.2005, -2.2914, 2.3861], [-0.7433, 0.7680, -0.8124], [-0.4856, -0.7884, 0.1558], [1.2020, -0.1012, 0.6202], [0.7871, 0.6768, 0.5020], [-0.8534, 0.2878, -0.7753], [-0.4751, -0.6676, 0.4984], [-2.4978, -0.6931, -0.6230], [1.7449, -4.1226, -2.4099], [0.3095, 4.7293, 3.2934], [-1.4968, -1.4505, -0.1256], [-0.5601, -0.7234, -0.2933], [2.0631, 2.4479, 0.0139]]}



[5]
{"formula": "C5H18O6", "method": "wB97M-V/def2-TZVPD", "homo_lumo_gap_ev": 8.3, "smiles": "C/C=C/C=C/O.O.O.O.O.O", "spin_multiplicity": 1, "symbols": ["C", "C", "C", "C", "C", "O", "H", "H", "H", "H", "H", "H", "H", "H", "H", "H", "O", "H", "H", "O", "H", "H", "O", "H", "H", "O", "H", "H", "O"], "xyz": [[2.4831, -0.3733, 1.7279], [1.1461, -0.8383, 1.2219], [0.0803, -0.0696, 1.0751], [-1.3106, -0.6243, 0.9154], [-2.2342, 0.1121, 0.3267], [-3.4991, -0.4549, 0.2612], [2.6457, -0.1119, 2.7750], [3.3090, -1.0678, 1.5380], [2.6403, 0.5537, 1.1965], [1.1741, -1.8775, 0.8960], [-0.0146, 0.9985, 1.1708], [-1.4504, -1.6626, 1.1687], [-2.0960, 1.0563, -0.1803], [-4.0165, -0.0319, -0.4147], [0.2965, 1.0647, 3.0270], [0.6545, 2.6884, 2.6179], [0.6374, 1.9352, 3.2130], [2.0394, -0.6569, -2.7496], [0.8132, -0.8345, -1.8046], [1.5161, -0.2319, -2.0730], [0.9346, 1.7944, -1.5482], [1.0819, 3.0365, -0.8148], [0.3724, 2.4477, -1.0895], [-2.5152, -0.0366, -3.0890], [-1.1987, 0.8346, -3.1988], [-1.5641, -0.0250, -2.9530], [-1.1383, -2.6677, -1.6816], [-0.4366, -2.5820, -0.3056], [-0.3503, -2.3752, -1.2281]], "forces_ev_per_angstrom": [[0.6548, 0.4374, -0.5424], [1.1556, -0.2828, 0.7229], [-2.4325, -0.8864, 0.0351], [2.3144, 0.8353, -0.6904], [-1.2691, -1.3274, 0.0320], [0.3475, 0.1502, 0.0373], [-0.8985, -0.1433, 0.1976], [-0.2939, 0.0641, -0.4694], [0.7022, 0.3976, -0.1719], [-0.6645, -0.0763, 0.4571], [0.9521, 0.1528, 0.0052], [-0.5487, 0.0053, 0.3097], [0.1619, 0.1990, 0.3126], [-0.3137, 0.3613, -0.3198], [-0.2853, 0.3907, -1.1543], [-0.5908, -1.0748, -0.6078], [0.9750, 0.9548, 2.2140], [-0.0432, -0.2713, -0.1440], [-0.2173, -0.3661, -0.0218], [0.1577, 0.8133, 0.1905], [-0.6391, -0.5083, 0.0338], [-0.2673, 0.5136, 0.2943], [0.8767, -0.2023, -0.3562], [0.1104, 0.4083, -0.1916], [-0.3795, -0.1216, 0.0416], [0.2293, -0.2875, 0.1196], [-0.3186, -0.0050, 0.0158], [-0.2663, -0.1627, 0.4372], [0.7907, 0.0321, -0.7867]]}



Number 1 is which compound? C5H18N3O